Density functional theory data (wB97M-V/def2-TZVPD) for a 7-piece molecular cluster, C22H65NO25P6 overall.

**HOMO-LUMO gap**: 9.119 eV
**SMILES string**: COP(=O)(OC)OC.COP(=O)(OC)OC.COP(=O)(OC)OC.COP(=O)(OC)OC.COP(=O)(OC)OC.COP(=O)(OC)OC.COC[C@H](C)N

Atoms and positions in Å:
O 3.450 -5.621 4.348
O 4.033 1.715 -5.226
H -0.607 -2.136 1.637
O 1.241 -0.191 1.458
H 1.953 2.466 4.249
C -5.022 -5.316 -3.166
H -5.544 -5.267 -2.210
H 5.354 4.788 -2.473
O -3.746 -4.039 -5.754
C -1.411 3.750 3.448
H -0.512 -4.588 4.796
H -2.170 -2.849 1.476
H -5.046 -6.298 -3.639
P 3.262 2.968 -4.557
H -2.551 5.479 -1.027
C -2.084 4.748 -1.686
C 0.941 2.781 0.814
H 4.066 5.768 -5.665
P 0.862 5.190 4.420
C 3.397 0.504 -5.334
P 2.994 -5.797 2.924
H 1.958 2.249 6.033
C -2.197 -1.240 2.902
O 4.243 -5.650 1.871
H -2.058 4.114 2.649
H -2.335 0.431 2.071
C 4.235 0.871 0.193
H -2.059 -2.916 -4.165
O 1.980 2.743 -3.870
H 1.386 3.757 1.006
C -6.999 -2.098 -5.214
H -0.883 0.326 2.646
C 4.307 4.520 -2.612
H 0.439 -1.956 -0.169
C 2.614 -8.431 3.213
H 3.631 5.310 -2.938
H 1.374 -3.034 3.285
H -2.632 4.495 -2.594
H 4.653 -5.372 -0.152
H 1.600 -2.018 -1.531
H 0.867 2.357 1.816
H 2.169 -2.591 1.719
H -0.736 7.838 5.724
C 4.320 4.790 -6.072
H -7.107 -2.173 -4.132
H -1.086 5.080 -1.972
H -0.631 2.384 -4.115
O 0.784 -0.245 -1.145
C 4.327 -6.146 0.543
H 3.865 4.022 -1.749
H -0.222 -1.776 -1.776
O -2.105 1.771 -2.653
O 3.195 4.109 -5.685
O -1.863 3.650 -0.933
H -3.962 -5.110 -3.021
H -0.540 -1.899 4.278
O 1.586 1.974 -0.104
O 1.956 -4.683 2.318
C -0.293 6.948 6.172
C -4.829 2.877 0.030
H 0.041 2.345 -2.502
H 3.964 1.550 1.002
H 4.611 1.530 -0.590
H 5.227 4.345 -5.663
H -2.760 -3.338 -2.578
H -1.999 -5.230 4.026
C -2.746 -2.599 -3.380
O -2.094 1.163 -0.137
C 2.157 -3.277 2.566
C 0.664 -1.589 -1.171
H -0.763 2.943 3.106
C -1.670 -1.897 1.651
O -2.124 -3.338 4.244
O 2.191 -7.217 2.559
O -4.100 -2.358 -3.751
H -2.169 -1.509 4.935
H 3.058 -3.105 3.154
O -5.867 -2.638 -5.814
H -0.041 7.283 7.179
H -0.391 0.842 -3.267
H -7.926 -2.410 -5.695
C -0.701 1.880 -3.151
P 1.648 0.374 0.112
H 1.698 -8.928 3.529
C -1.616 -2.009 4.140
H 4.194 4.921 -7.147
C -1.287 -4.406 4.051
H -3.277 -1.388 2.897
P -4.774 -3.366 -4.907
N -1.846 0.191 2.920
O 1.729 5.215 3.218
C 2.150 2.939 5.211
H -2.151 3.211 4.039
H -5.412 2.070 0.475
O -4.203 2.397 -1.162
O 0.735 6.645 5.229
P -2.531 2.165 -1.159
H -0.878 -4.294 3.046
O 1.325 4.083 5.592
H 3.335 -6.355 0.142
H -5.602 3.573 -0.295
O 3.174 -0.042 -0.293
H 4.980 -6.999 0.360
H 2.313 0.589 -5.268
H -6.874 -1.021 -5.332
H 5.095 0.236 0.410
H -1.683 -1.224 0.793
O -0.709 4.848 4.145
H -2.330 -1.660 -3.016
H 3.669 0.191 -6.342
H 3.182 3.283 5.284
H 3.318 -8.170 4.003
H -0.108 2.992 0.603
H 3.068 -9.120 2.500
O 4.466 3.412 -3.528
O -5.689 -4.395 -4.022
H 3.736 -0.209 -4.582
H -4.124 3.326 0.730
H -1.094 6.209 6.198

=====

Density functional theory data (wB97M-V/def2-TZVPD) for a 9-piece molecular cluster, C22H66N4O9 overall.

**HOMO-LUMO gap**: 9.003 eV
**SMILES string**: COC[C@H](C)N.COC[C@H](C)N.COC[C@H](C)N.COC[C@H](C)N.CCO.CCO.CCO.O.O
**Relative energy (zero: lowest compared OMol25 entry of this formula, charge and spin)**: 180.5 kJ/mol

Atoms and positions in Å:
H 0.435 2.660 -4.000
H 1.278 2.331 4.413
C -4.046 2.392 -1.388
C 1.511 4.796 -5.387
O 0.205 -1.924 3.409
H 1.566 -4.007 4.373
N -4.055 3.596 -0.533
H -3.620 -0.301 2.568
H 1.858 1.812 -1.552
H -2.482 -4.666 -2.299
H -0.896 -3.470 -0.786
H -0.438 -5.026 -0.047
H 0.162 -8.018 -3.898
N -2.592 -6.386 -1.137
O -3.758 -0.101 -1.252
C -1.782 -5.264 -1.716
O -0.764 0.112 -1.770
H -1.635 0.190 -2.158
H 2.414 3.607 2.874
H -4.412 -1.564 0.036
C 2.132 1.466 2.594
H -0.022 -5.048 -2.893
H 2.105 -1.459 2.883
H 0.257 1.699 -1.483
C 3.953 0.016 -2.067
H 1.814 -1.497 4.641
H 0.445 2.274 1.942
C 2.664 0.875 6.187
H -3.096 2.104 2.380
C 2.075 4.471 -1.381
H -0.036 3.976 -1.817
H 1.641 5.864 -5.562
H 3.096 -3.538 3.715
O -1.158 -6.529 -3.730
H 4.183 0.772 -0.115
H -3.066 3.371 -2.924
H -0.356 -0.616 -2.239
H 2.607 -0.109 -0.326
O 2.897 1.150 4.848
H -2.220 2.067 3.966
O -0.055 -0.918 0.809
C 2.870 2.750 2.379
H -0.230 -0.778 -0.122
H 2.050 4.393 -0.294
C -2.849 0.114 3.217
O 0.919 4.706 -4.111
C 0.934 3.525 -2.025
H -3.150 -2.052 -1.033
H 3.211 3.038 1.385
H 2.131 1.691 6.675
H -2.956 1.204 0.099
H 0.659 -6.506 -4.717
H -0.018 -6.460 -1.880
O -4.261 1.943 4.015
H 2.111 3.008 -3.743
C -3.036 1.656 3.372
C 1.568 -1.963 3.687
H -4.216 1.591 4.907
H 2.500 4.342 -5.445
H -4.767 1.001 0.143
H 3.888 -0.919 -2.622
C -0.635 -5.891 -2.576
H 3.056 4.295 -1.821
H -2.865 -0.318 4.217
H 1.781 -3.855 2.608
H 1.834 5.492 -1.677
H 0.952 4.408 -6.239
H -1.938 2.572 -1.827
H 0.017 -1.626 2.516
H 3.024 0.592 -3.550
H -0.637 -7.365 -5.465
C -3.874 1.085 -0.476
C 1.108 3.390 -3.551
H -3.120 3.648 -0.153
H 2.780 0.619 2.369
H -2.018 -7.008 -0.586
H -2.753 -1.004 0.373
H 2.141 -0.073 6.317
O 3.127 0.960 -2.669
C -2.899 2.471 -2.332
H 3.801 2.818 2.942
H 1.337 1.812 0.720
H -4.864 2.375 -2.109
H -4.612 3.285 0.250
H -1.922 -0.026 2.660
C -3.480 -1.219 -0.411
C 2.021 -3.418 3.578
C 1.735 1.392 4.103
N 1.054 1.524 1.646
N 1.032 2.297 -1.234
H 0.398 -0.123 1.090
H -2.860 1.640 -3.036
H -2.898 -6.917 -1.940
H 3.581 0.817 6.773
C -1.230 -4.484 -0.563
C -0.175 -7.172 -4.497
H 4.121 -1.001 -0.196
H 4.975 0.316 -2.297
C 3.671 -0.079 -0.563
H -1.886 -4.322 0.293
H 0.951 0.648 4.245

=====

Density functional theory data (wB97M-V/def2-TZVPD) for a 11-piece molecular cluster, C22H66O11 overall.

**HOMO-LUMO gap**: 9.113 eV
**SMILES string**: CCO.CCO.CCO.CCO.CCO.CCO.CCO.CCO.CCO.CCO.CCO
**Relative energy (zero: lowest compared OMol25 entry of this formula, charge and spin)**: 315.4 kJ/mol

Atoms and positions in Å:
H 2.166 1.715 -19.635
C -0.407 -3.985 -12.204
H -4.465 -1.856 -14.425
H 0.158 0.819 -12.742
H -0.129 2.353 -16.927
H -0.979 -2.246 -15.388
C -4.999 -4.370 -17.020
H -6.604 -4.549 -15.610
H -1.276 -4.391 -14.166
H -0.194 0.431 -14.455
H -2.239 1.689 -14.368
C -4.588 -1.362 -19.905
H 0.652 -2.890 -13.425
H -7.707 -4.643 -17.523
O 0.002 -2.729 -12.737
H -5.784 1.424 -14.502
H -4.874 0.591 -20.627
C 1.397 2.050 -18.940
H 1.219 -1.133 -15.191
H -4.257 -4.209 -16.238
H 3.712 -2.941 -15.369
H -5.199 -2.221 -19.627
C -1.470 -2.074 -16.346
H -1.243 -5.848 -19.554
H -3.465 -5.845 -21.107
H 1.561 3.109 -18.739
O 0.798 2.311 -16.681
H -5.856 -2.764 -13.789
H -1.654 -1.016 -16.533
H -0.502 -3.676 -17.262
H -6.221 -0.507 -21.092
O 2.030 -3.484 -14.301
C -0.199 -5.798 -19.862
C 2.629 -2.823 -15.408
H 0.405 1.924 -19.374
C -4.905 -1.328 -12.372
C 2.276 -1.372 -15.307
C -6.189 -5.091 -16.460
H -2.438 -4.144 -12.889
O -1.654 -2.748 -18.608
H -3.023 -1.601 -18.683
H -6.104 0.002 -19.446
O -1.480 -0.352 -13.112
C -0.625 0.706 -13.492
C -5.269 -4.737 -21.259
C 1.344 1.367 -17.579
H -5.994 -6.107 -16.117
H -6.012 2.525 -15.839
H -1.232 -3.162 -19.364
H -5.889 -5.536 -21.665
H -3.980 -1.781 -20.707
H -5.527 -4.498 -20.227
H -3.140 -4.111 -21.167
H 2.369 1.061 -17.372
H -4.368 2.301 -15.162
O -3.723 -0.965 -18.846
O -5.635 -3.584 -22.080
C -5.312 1.812 -15.404
O -4.264 -0.139 -12.511
O -0.517 -3.650 -20.796
H -0.717 -3.835 -11.170
C -5.007 0.699 -16.345
H 2.368 -3.226 -16.387
H -3.725 -4.989 -22.646
C -1.417 1.980 -13.713
H -5.729 -1.111 -11.693
H -6.593 -3.583 -22.029
H -6.012 -1.088 -14.113
H -4.234 -2.056 -11.916
C -5.305 -1.825 -13.731
H 0.071 -6.823 -20.117
H -4.214 0.045 -15.985
H -3.334 -0.300 -12.686
H -0.531 -3.129 -21.602
H -2.490 -2.439 -16.229
C -1.476 -4.603 -13.115
H -0.961 -1.109 -12.829
H -1.023 2.879 -14.187
H -1.825 2.320 -12.762
H 2.742 -0.947 -16.196
H 0.951 -4.974 -21.320
H -4.170 0.568 -18.055
C -0.120 -4.989 -21.121
H 2.172 -4.427 -14.419
H 0.416 -4.697 -12.147
H -4.528 -4.805 -17.901
C -3.776 -4.903 -21.561
H -0.720 -5.396 -21.936
H -5.866 0.079 -16.603
C -5.499 -0.248 -20.318
H 2.616 -0.922 -14.374
H -5.319 -3.427 -17.463
C -0.755 -2.654 -17.546
H 0.206 -2.147 -17.636
H -1.520 -5.676 -12.929
H 0.550 -5.535 -19.115
H 0.833 0.408 -17.666
O -4.511 1.298 -17.533
O -7.117 -5.397 -17.454

=====

Density functional theory data (wB97M-V/def2-TZVPD) for a 11-piece molecular cluster, C22H66O11S3 overall.

**HOMO-LUMO gap**: 8.261 eV
**Relative energy (zero: lowest compared OMol25 entry of this formula, charge and spin)**: 409.2 kJ/mol

Atoms and positions in Å:
H -3.281 0.885 0.182
O 0.502 -4.054 -4.835
S -3.101 3.197 -0.378
O 1.375 1.698 4.838
H -2.901 1.855 1.635
C -3.735 4.419 0.730
C 0.556 5.117 -0.148
H 1.363 5.844 -0.338
H -4.404 -1.684 0.302
O -4.126 3.440 -1.555
H -3.940 -3.254 0.058
C 2.470 -3.779 -0.564
H 3.197 -2.995 -0.529
H 1.345 2.165 5.805
H 0.002 -2.440 -3.650
O 3.292 1.707 -2.365
H 0.564 3.858 -2.064
H 1.716 2.211 -3.223
H -4.120 -0.358 2.794
H -0.332 -2.834 5.995
C -3.323 -0.680 -3.971
H 0.214 -1.101 -1.593
C 1.642 -1.673 4.074
H 0.458 -4.677 -3.964
H 0.412 -1.600 6.928
H 5.364 1.143 0.889
O -1.033 -1.511 3.428
H 1.686 -1.991 3.063
C -4.640 -1.143 3.052
H -3.094 4.527 1.892
H -1.276 -1.248 1.857
H 2.824 -4.622 -1.304
H 3.286 2.753 -4.142
C -3.633 1.852 0.627
H -1.214 -1.557 6.510
S -0.012 -0.911 4.494
H 2.731 -0.775 0.971
C 1.607 2.753 3.913
H 5.354 -1.605 0.289
H 1.111 3.527 4.256
C 2.800 2.051 -3.618
C 4.285 0.887 1.098
H -4.278 -0.522 -5.574
H 3.515 2.483 -1.818
C 0.659 3.630 -0.844
H -0.877 6.174 0.263
O -0.736 5.516 -0.399
H 0.736 5.183 0.921
C 2.830 0.671 -4.348
H -4.647 1.972 0.759
H -2.550 -1.387 -4.220
H 3.642 1.702 0.689
O -3.512 -0.156 -5.223
H 1.659 -3.165 -0.903
H 3.880 0.319 -4.482
H 1.281 0.089 -0.893
H 2.248 0.545 -5.389
H 1.957 -3.571 1.626
H 1.815 3.176 -0.968
O -4.688 -3.827 2.962
O -1.345 -1.118 0.808
C 1.368 2.140 2.512
H 1.467 -2.363 -4.361
H 0.585 -2.048 -6.763
C 2.296 -4.281 0.837
C -0.251 -1.763 6.022
H 3.785 -0.532 -0.423
H -2.643 -0.647 -2.090
C 0.086 -1.819 -5.761
O 1.484 -5.424 0.735
H 0.412 1.881 2.141
H -4.809 4.250 0.896
H -3.556 5.512 0.431
H -1.099 -1.893 -5.778
H 2.249 -0.607 4.324
C 0.296 -0.224 -0.923
H -0.065 2.959 -0.596
H 1.346 -5.808 1.501
H 1.986 1.278 2.469
C 3.868 -0.511 0.609
H -1.625 0.333 -3.361
H 1.865 -2.578 4.696
H 0.566 -1.360 0.967
H -4.435 -1.276 3.938
H 3.269 -4.611 1.207
C -4.458 -2.589 0.755
H -5.405 -2.959 0.737
H -0.356 0.543 -1.448
H 4.238 0.770 2.193
C -0.067 -0.680 0.534
H 0.356 0.068 1.235
O 4.859 -1.356 1.066
H 2.816 3.052 3.992
C 0.536 -2.605 -4.615
C -2.543 0.075 -2.953
H 1.960 2.862 1.776
H -4.115 -1.132 -3.292
S -3.848 -2.692 2.377
H 2.282 -0.221 -3.871
H 0.222 -0.754 -5.825
H -5.665 -1.009 2.577
H -2.839 0.906 -2.871

=====

Please write out number 4 again, unchanged.
Density functional theory data (wB97M-V/def2-TZVPD) for a 11-piece molecular cluster, C22H66O11S3 overall.

**HOMO-LUMO gap**: 8.261 eV
**Relative energy (zero: lowest compared OMol25 entry of this formula, charge and spin)**: 409.2 kJ/mol

Atoms and positions in Å:
H -3.281 0.885 0.182
O 0.502 -4.054 -4.835
S -3.101 3.197 -0.378
O 1.375 1.698 4.838
H -2.901 1.855 1.635
C -3.735 4.419 0.730
C 0.556 5.117 -0.148
H 1.363 5.844 -0.338
H -4.404 -1.684 0.302
O -4.126 3.440 -1.555
H -3.940 -3.254 0.058
C 2.470 -3.779 -0.564
H 3.197 -2.995 -0.529
H 1.345 2.165 5.805
H 0.002 -2.440 -3.650
O 3.292 1.707 -2.365
H 0.564 3.858 -2.064
H 1.716 2.211 -3.223
H -4.120 -0.358 2.794
H -0.332 -2.834 5.995
C -3.323 -0.680 -3.971
H 0.214 -1.101 -1.593
C 1.642 -1.673 4.074
H 0.458 -4.677 -3.964
H 0.412 -1.600 6.928
H 5.364 1.143 0.889
O -1.033 -1.511 3.428
H 1.686 -1.991 3.063
C -4.640 -1.143 3.052
H -3.094 4.527 1.892
H -1.276 -1.248 1.857
H 2.824 -4.622 -1.304
H 3.286 2.753 -4.142
C -3.633 1.852 0.627
H -1.214 -1.557 6.510
S -0.012 -0.911 4.494
H 2.731 -0.775 0.971
C 1.607 2.753 3.913
H 5.354 -1.605 0.289
H 1.111 3.527 4.256
C 2.800 2.051 -3.618
C 4.285 0.887 1.098
H -4.278 -0.522 -5.574
H 3.515 2.483 -1.818
C 0.659 3.630 -0.844
H -0.877 6.174 0.263
O -0.736 5.516 -0.399
H 0.736 5.183 0.921
C 2.830 0.671 -4.348
H -4.647 1.972 0.759
H -2.550 -1.387 -4.220
H 3.642 1.702 0.689
O -3.512 -0.156 -5.223
H 1.659 -3.165 -0.903
H 3.880 0.319 -4.482
H 1.281 0.089 -0.893
H 2.248 0.545 -5.389
H 1.957 -3.571 1.626
H 1.815 3.176 -0.968
O -4.688 -3.827 2.962
O -1.345 -1.118 0.808
C 1.368 2.140 2.512
H 1.467 -2.363 -4.361
H 0.585 -2.048 -6.763
C 2.296 -4.281 0.837
C -0.251 -1.763 6.022
H 3.785 -0.532 -0.423
H -2.643 -0.647 -2.090
C 0.086 -1.819 -5.761
O 1.484 -5.424 0.735
H 0.412 1.881 2.141
H -4.809 4.250 0.896
H -3.556 5.512 0.431
H -1.099 -1.893 -5.778
H 2.249 -0.607 4.324
C 0.296 -0.224 -0.923
H -0.065 2.959 -0.596
H 1.346 -5.808 1.501
H 1.986 1.278 2.469
C 3.868 -0.511 0.609
H -1.625 0.333 -3.361
H 1.865 -2.578 4.696
H 0.566 -1.360 0.967
H -4.435 -1.276 3.938
H 3.269 -4.611 1.207
C -4.458 -2.589 0.755
H -5.405 -2.959 0.737
H -0.356 0.543 -1.448
H 4.238 0.770 2.193
C -0.067 -0.680 0.534
H 0.356 0.068 1.235
O 4.859 -1.356 1.066
H 2.816 3.052 3.992
C 0.536 -2.605 -4.615
C -2.543 0.075 -2.953
H 1.960 2.862 1.776
H -4.115 -1.132 -3.292
S -3.848 -2.692 2.377
H 2.282 -0.221 -3.871
H 0.222 -0.754 -5.825
H -5.665 -1.009 2.577
H -2.839 0.906 -2.871